1.
Below is 2 unconnected molecules or ions with the total composition CH4INS, with properties calculated with ωB97M-V with the def2-TZVPD basis set.

The geometry in XYZ format:
```
8
Properties=species:S:1:pos:R:3:forces:R:3
C 0.265396 1.204869 0.608319 -0.7 -0.5 2.0
N -0.233117 -2.421464 0.206537 0.2 -1.1 2.8
S -0.759274 -2.095464 -1.088289 1.6 1.7 -2.7
I -1.427983 1.228688 -0.632900 -0.1 0.4 0.0
H 1.079479 1.762002 0.249840 0.7 1.0 -0.7
H 0.044469 1.438417 1.674739 -0.2 0.5 -1.0
H 0.585405 0.200764 0.703050 0.3 -1.3 -0.4
H 0.445625 -1.317812 -1.721296 -1.8 -0.7 -0.1
```
Forces are in eV/Å.

The relative energy (zero: lowest compared OMol25 entry of this formula, charge and spin) comes out at 2.930 eV. Its molar mass is 189.02 g mol⁻¹. The gap between HOMO and LUMO is 0.30679 Eh.

natural (NBO) charges, unit e, in atom order: -0.762 -0.739 0.780 0.105 0.223 0.234 0.229 -0.069

=====

2.
Below is 2 unconnected molecules or ions with the total composition C3H11NO, with properties calculated with ωB97M-V with the def2-TZVPD basis set.

The geometry in XYZ format:
```
16
Properties=species:S:1:pos:R:3:forces:R:3
C -1.746178 0.452256 -0.553784 0.3 0.2 1.0
C -0.454423 1.249351 -0.597844 0.2 0.0 -1.3
O 0.688991 0.471227 -0.342448 0.7 0.3 1.1
C 0.992795 -0.651485 -1.131030 -1.0 -0.3 -0.1
H -2.564555 1.043661 -0.952931 -0.2 -0.1 0.0
H -1.927132 0.210292 0.494242 -0.4 0.0 0.1
H -1.668800 -0.514066 -1.043878 0.0 0.1 -0.5
H -0.333693 1.725961 -1.581687 -0.1 -0.1 -0.2
H -0.407676 2.089941 0.098407 -0.2 -0.3 0.2
H 0.544964 -1.566217 -0.713534 0.3 0.1 0.2
H 0.531611 -0.575742 -2.115071 0.4 0.2 -0.4
H 2.074986 -0.738872 -1.167377 0.0 -0.1 -0.2
N 1.055359 -1.133890 2.362508 0.0 0.8 0.4
H 0.444561 -0.716878 3.067548 -0.2 -0.4 -0.1
H 1.949153 -0.737975 2.656848 0.1 -0.3 -0.3
H 0.820039 -0.607564 1.520032 0.1 -0.1 0.0
```
Forces are in eV/Å.

The relative energy (zero: lowest compared OMol25 entry of this formula, charge and spin) comes out at 0.975 eV. Its molar mass is 77.13 g mol⁻¹. The gap between HOMO and LUMO is 0.39451 Eh. Its SMILES is CCOC.N.

natural (NBO) charges, unit e, in atom order: -0.646 -0.051 -0.563 -0.256 0.217 0.208 0.213 0.154 0.191 0.175 0.169 0.197 -1.069 0.344 0.347 0.370

=====

3.
Below is 2 unconnected molecules or ions with the total composition CH4FNS, with properties calculated with ωB97M-V with the def2-TZVPD basis set.

The geometry in XYZ format:
```
8
Properties=species:S:1:pos:R:3:forces:R:3
N 1.674592 -0.294604 -0.047992 0.1 0.0 0.1
C 0.596994 0.495806 -0.118879 0.0 -0.3 -0.1
S -0.909819 0.027522 -0.562982 1.1 0.3 -0.1
H 1.587818 -1.272751 -0.283453 0.0 0.1 0.0
H 2.576081 0.057160 0.233861 -0.1 0.0 0.0
H 0.812074 1.528587 0.156645 0.0 0.0 -0.1
F -3.377782 -0.016556 -0.022290 -0.8 -0.5 0.7
H -2.959955 -0.525164 0.645087 -0.3 0.4 -0.5
```
Forces are in eV/Å.

The relative energy (zero: lowest compared OMol25 entry of this formula, charge and spin) comes out at 0.339 eV. Its molar mass is 81.11 g mol⁻¹. The gap between HOMO and LUMO is 0.33634 Eh. Its SMILES is NC=S.F.

natural (NBO) charges, unit e, in atom order: -0.759 -0.070 -0.168 0.404 0.395 0.186 -0.552 0.563

=====

4.
Below is 2 unconnected molecules or ions with the total composition C10H17N3, with properties calculated with ωB97M-V with the def2-TZVPD basis set.

The geometry in XYZ format:
```
30
Properties=species:S:1:pos:R:3:forces:R:3
C 1.229499 1.865166 2.800323 2.0 -1.0 2.9
C -0.944390 -0.820470 -2.629540 2.0 0.9 1.0
C 0.975024 2.113995 0.410837 -0.7 -0.6 -0.3
C 0.451780 1.121953 -0.319997 1.0 1.0 -0.6
C -3.364927 -1.061102 -2.904959 -1.4 0.8 1.8
C -1.776668 -1.718511 -4.775431 -1.4 1.6 1.1
C 0.411829 2.409563 1.770113 -2.5 1.1 -0.4
C 0.880358 0.763818 -1.772380 1.2 -1.3 1.5
C 2.980891 0.895351 6.455451 1.4 -0.1 -4.4
C -1.941604 -1.655834 -3.219941 -2.3 0.6 -0.4
N -0.111617 -0.132111 -2.215378 -2.5 -2.5 -1.4
N 1.905467 1.434658 3.648340 -1.4 0.8 -1.9
N 3.508491 -0.181064 6.872456 -1.5 -1.2 4.4
H 1.744942 2.863640 0.182579 -0.2 -0.8 -0.7
H -0.312333 0.447944 0.089963 0.3 0.5 -0.1
H -3.532854 -0.877664 -1.774664 0.5 -0.1 -1.7
H -3.718247 -0.105777 -3.445243 1.0 -1.6 0.6
H -4.072016 -1.893609 -3.094529 0.3 0.6 -0.3
H -2.835013 -1.458042 -5.132542 1.9 -0.6 -0.2
H -1.454513 -2.703772 -5.000001 0.3 -0.6 -0.8
H -1.050789 -0.935593 -5.031837 -0.3 -0.5 -0.6
H -0.694976 2.062345 1.924775 2.0 0.5 -0.4
H 0.413055 3.535661 1.809711 -0.2 -1.0 0.5
H 0.779747 1.523563 -2.569273 1.2 0.2 0.8
H 1.861764 0.087433 -1.675860 -1.8 2.0 -0.8
H 3.117258 1.004813 5.322739 -0.5 0.4 1.7
H 2.478228 1.717586 6.968747 0.1 -0.8 0.7
H -2.022639 -2.650497 -2.781181 0.8 0.1 0.2
H 3.955983 -0.992696 6.397216 -0.4 1.4 -0.3
H 3.281583 -0.410744 7.900370 0.9 0.3 -1.8
```
Forces are in eV/Å.

The relative energy (zero: lowest compared OMol25 entry of this formula, charge and spin) comes out at 3.105 eV. Its molar mass is 179.27 g mol⁻¹. The gap between HOMO and LUMO is 0.35032 Eh. The total charge is +2.

natural (NBO) charges, unit e, in atom order: 0.367 0.686 -0.135 -0.199 -0.610 -0.564 -0.570 -0.284 0.143 -0.383 -0.236 -0.404 -0.597 0.244 0.222 0.231 0.251 0.254 0.251 0.245 0.222 0.279 0.290 0.280 0.283 0.268 0.259 0.299 0.469 0.441

=====

5.
Below is a molecular structure, C18H25MoN2, with properties calculated with ωB97M-V with the def2-TZVPD basis set.

The geometry in XYZ format:
```
46
Properties=species:S:1:pos:R:3:forces:R:3
C -0.819856 1.276616 -3.087959 0.1 0.0 0.3
C -0.238222 2.591338 -2.791517 0.4 0.6 0.2
C 0.014445 0.179479 -3.582037 0.5 -0.6 -0.3
C -2.245791 1.046124 -2.830016 -0.7 -0.2 0.1
H -0.205130 -0.094603 -4.626960 0.0 0.0 0.1
H -0.138621 -0.735324 -2.984905 0.1 0.2 -0.2
H 1.078193 0.439298 -3.532144 -0.2 -0.1 -0.2
H -0.478533 3.355331 -3.551351 0.0 -0.1 0.1
H 0.857220 2.534213 -2.726304 -0.2 0.1 -0.1
H -0.609510 2.980464 -1.829260 0.0 0.0 -0.1
H -2.903400 1.546862 -3.560855 0.1 -0.1 0.1
H -2.538179 1.420144 -1.835881 0.0 0.0 -0.1
H -2.479658 -0.025516 -2.859379 -0.1 0.2 -0.1
C 2.274285 -0.521634 1.445699 0.1 0.2 -0.1
C 2.278601 -0.808088 0.037001 0.6 0.6 0.0
C 2.028746 0.405309 -0.677113 0.6 0.8 0.3
H 2.497081 -1.762716 -0.423418 -0.1 0.2 0.2
C 1.862365 1.451067 0.283233 1.1 -0.6 -0.4
C 2.018584 0.883148 1.600012 0.3 0.0 -0.7
H 2.020651 1.431490 2.533641 -0.2 -0.2 -0.1
H 2.491453 -1.215084 2.246678 -0.1 0.1 -0.1
H 2.031123 0.535263 -1.752965 -0.1 -0.1 0.3
H 1.696578 2.493500 0.042392 -0.1 -0.3 -0.1
C -1.748620 -1.432079 1.367725 1.6 -0.3 0.0
C -0.450952 -2.067376 1.326688 -0.5 -0.5 -0.1
C -0.135257 -2.279447 -0.082831 -0.1 0.0 1.0
H 0.096836 -2.463933 2.179788 -0.2 0.1 -0.3
C -1.288713 -1.914973 -0.852908 -0.5 0.5 0.6
C -2.262354 -1.396100 0.034806 1.0 -0.2 -0.7
H -3.281068 -1.130389 -0.242701 0.4 0.2 0.0
H -2.298731 -1.198690 2.276943 0.2 0.0 -0.3
H 0.708550 -2.858969 -0.450523 -0.5 0.1 0.1
H -1.446893 -2.149294 -1.907010 0.2 0.4 0.4
Mo 0.275506 -0.086894 0.643430 -3.3 -2.3 -0.3
C -1.426511 4.994909 2.288223 0.1 0.2 0.2
N -1.515462 3.617483 1.808451 -0.6 -0.3 -0.3
C -2.698306 2.946653 1.504396 0.7 0.1 0.2
C -2.342211 1.698185 1.095297 0.6 0.6 0.2
N -0.945370 1.594494 1.105799 -0.3 1.8 0.6
C -0.487556 2.789791 1.550650 -1.1 -0.5 -0.3
H -2.106112 5.634515 1.707173 0.3 -0.3 0.2
H -1.677759 5.065003 3.356833 0.0 -0.1 -0.4
H -0.397608 5.341126 2.158045 -0.2 0.0 0.0
H -3.671410 3.410344 1.600158 0.2 -0.1 0.1
H -2.994731 0.890805 0.813525 0.2 0.1 -0.1
H 0.542710 3.114255 1.669249 -0.4 -0.3 0.0
```
Forces are in eV/Å.

Its molar mass is 365.35 g mol⁻¹. As for the spin multiplicity: 3. As for the expectation value of S²: 2.010. The gap between HOMO and LUMO (alpha / beta) is 0.22676 / 0.25479 Eh. The total charge is +1.

natural (NBO) charges, unit e, in atom order: 0.090 -0.662 -0.658 -0.664 0.229 0.206 0.200 0.228 0.203 0.198 0.227 0.203 0.209 -0.270 -0.245 -0.257 0.262 -0.247 -0.281 0.260 0.265 0.268 0.256 -0.290 -0.342 -0.235 0.256 -0.260 -0.193 0.243 0.256 0.245 0.251 0.769 -0.409 -0.309 -0.061 -0.054 -0.512 0.228 0.233 0.229 0.225 0.246 0.240 0.224

=====

6.
Below is a single C2H4N4S molecule, with properties calculated with ωB97M-V with the def2-TZVPD basis set.

The geometry in XYZ format:
```
11
Properties=species:S:1:pos:R:3:forces:R:3
C -0.448235 0.375483 0.137130 1.3 -1.4 0.1
C -0.845422 1.254500 -2.703355 0.9 -0.8 0.1
N -1.277080 1.299663 -0.330257 -1.4 1.5 0.6
N -1.452637 1.605507 -1.636318 0.1 -0.1 -0.6
N 0.303968 -0.466101 -0.481543 -0.9 1.3 -1.1
N 0.961713 -1.405192 0.253249 0.3 -0.8 0.7
S 0.031692 0.751573 -3.883863 -0.7 0.5 0.5
H -0.485971 0.381647 1.236241 0.0 -0.1 -0.1
H -2.224047 2.270245 -1.725569 0.3 -0.2 -0.2
H 1.144210 -1.152401 1.225941 0.1 0.0 -0.3
H 1.778729 -1.734302 -0.241223 0.0 0.2 0.2
```
Forces are in eV/Å.

The relative energy (zero: lowest compared OMol25 entry of this formula, charge and spin) comes out at 4.884 eV. Its molar mass is 116.15 g mol⁻¹. The gap between HOMO and LUMO is 0.20415 Eh.

natural (NBO) charges, unit e, in atom order: 0.158 0.115 -0.441 -0.353 -0.370 -0.652 0.273 0.148 0.433 0.331 0.359